A structure of composition ArH24O12, computed with wB97M-V/def2-TZVPD.

The HOMO energy comes out at -10.08 eV. The value obtained for the HOMO-LUMO gap is 10.10 eV. The max |F| is 0.0167 Eh/bohr. For the total energy, the calculation gives -1444.7962 Eh. As for the net charge: 0.

XYZ file:
```
37
Properties=species:S:1:pos:R:3:forces:R:3:lowdin_charge:R:1
Ar 0.182232 -0.094384 -0.264700 0.0 0.0 0.0 0.236
O 0.739382 3.893186 -1.160120 0.7 0.4 -0.1 -0.055
H -0.051078 3.358046 -1.231050 -0.7 -0.4 -0.1 -0.021
H 0.919942 3.931236 -0.220870 0.1 0.0 0.2 0.036
O 3.354312 1.287606 0.675040 0.6 -0.1 -0.5 -0.059
H 3.595112 2.211926 0.612890 0.2 0.3 0.1 0.044
H 2.633572 1.269176 1.304660 -0.7 0.0 0.2 -0.028
O 1.360382 1.393036 2.691860 -0.1 0.6 -0.2 -0.056
H 2.142052 1.719626 3.137470 0.1 0.1 0.4 0.049
H 1.428872 0.440346 2.754430 0.0 -0.7 -0.1 -0.010
O -3.604378 0.257756 1.536680 -0.1 0.5 0.5 -0.068
H -3.449748 -0.370494 0.831250 -0.1 -0.5 -0.5 -0.038
H -2.944298 0.045046 2.196440 0.2 0.1 0.2 -0.002
O -2.687768 0.218056 -2.783150 -0.1 -0.2 0.2 -0.032
H -3.262958 0.722166 -3.358700 -0.2 0.3 -0.1 0.075
H -2.202448 -0.358114 -3.373680 0.3 -0.3 -0.1 0.074
O -0.080648 -2.964814 -2.148050 -0.5 0.0 -0.1 -0.074
H 0.307812 -3.719714 -2.590170 0.0 -0.2 -0.1 0.028
H 0.655102 -2.540374 -1.706730 0.4 0.2 0.3 -0.036
O -3.603188 -1.505374 -0.583590 -0.2 -0.3 0.3 -0.042
H -3.017698 -2.256844 -0.676990 0.2 -0.2 0.0 0.049
H -3.422348 -0.963334 -1.351520 0.1 0.4 -0.5 0.004
O -1.615778 2.432426 -1.519860 0.1 0.6 0.1 -0.065
H -2.370518 2.640626 -0.969180 -0.2 0.1 0.3 0.058
H -1.762828 1.527976 -1.796600 0.0 -0.5 -0.2 -0.023
O 2.731422 1.873526 -2.133210 0.3 -0.2 -0.6 -0.077
H 2.063762 2.555186 -2.209380 -0.3 0.4 0.1 -0.007
H 2.924542 1.830346 -1.196690 -0.1 -0.3 0.3 -0.035
O 2.517602 -2.732354 -0.494670 -0.4 -0.1 0.1 -0.046
H 3.217332 -2.272854 -0.030470 0.3 0.4 0.0 0.048
H 2.910082 -3.565104 -0.756830 0.1 -0.3 -0.1 0.049
O -1.125618 -1.379734 3.177590 0.2 0.1 -0.2 -0.028
H -0.893518 -1.540064 4.092280 0.0 0.1 0.4 0.062
H -1.629538 -2.151394 2.919060 -0.3 -0.2 -0.1 0.062
O 1.585242 -1.455054 2.349400 0.6 0.1 0.3 -0.073
H 1.803462 -2.167044 1.747990 0.1 -0.1 -0.3 0.019
H 0.652152 -1.570244 2.529160 -0.7 0.0 0.1 -0.018
```
Forces are in eV/Å.